No. 1
Below is C20H41N2OP3Sc as an isolated structure in a non-equilibrium geometry, with properties calculated with the ωB97M-V functional and the def2-TZVPD basis.

Values from the calculation:
Electronic energy in Ha: -2755.2878
HOMO-LUMO gap (spin up / spin down) in eV: 3.96 / 1.86
ΔE to the lowest compared entry with this formula, charge and spin in kJ/mol: 38.64
Net charge: +3
E_LUMO (spin up / spin down) in eV: -10.903 / -11.946

XYZ file:
```
68
Properties=species:S:1:pos:R:3:forces:R:3:nbo_charge:R:1
Sc -0.049 0.079 0.117 -0.4397 -2.8176 0.7655 1.683
P 0.298 -2.070 -1.437 0.2323 -1.0583 -0.9231 0.715
P 2.535 -0.057 0.629 1.6366 -0.0084 0.0047 0.691
P -2.325 0.458 -1.125 -1.2945 0.2362 -1.0240 0.690
H 1.596 2.136 -1.088 -0.3503 -0.4037 0.4148 0.265
C 0.527 2.125 -0.827 -0.2315 2.8177 1.4327 -0.509
C 0.077 2.346 0.485 0.9659 1.9549 -2.0854 -0.565
H 0.776 2.536 1.311 -0.0085 -0.5386 -0.3515 0.272
C 0.946 -1.756 -3.127 -0.0005 0.3075 0.1196 -0.918
C 1.436 -3.357 -0.790 0.0486 0.1294 0.2277 -0.917
C -1.191 -3.095 -1.752 -0.1659 0.1344 0.1636 -0.918
C 3.183 1.448 1.451 -0.3117 0.1020 0.0317 -0.918
C 3.137 -1.382 1.731 -0.2958 -0.2150 0.0595 -0.921
C 3.587 -0.168 -0.881 -0.2389 0.0448 -0.0366 -0.912
C -3.046 2.110 -0.794 0.2157 0.0639 0.2263 -0.918
C -3.697 -0.660 -0.678 0.1194 -0.1927 0.1772 -0.918
C -2.218 0.417 -2.965 0.1925 -0.0044 0.0803 -0.925
H -0.114 2.315 -1.701 -0.0675 -0.4195 0.5007 0.264
H -0.933 2.725 0.694 0.1116 -0.5658 -0.3053 0.271
H 1.055 -2.704 -3.672 -0.0495 0.2157 0.1916 0.277
H 1.924 -1.260 -3.065 -0.2495 -0.1570 -0.0890 0.255
H 0.260 -1.100 -3.681 0.1952 -0.1960 0.0794 0.260
H 1.439 -4.219 -1.471 -0.0221 0.2490 0.1289 0.278
H 1.093 -3.693 0.198 0.1482 0.0153 -0.2483 0.248
H 2.459 -2.975 -0.695 -0.2487 -0.1539 -0.0448 0.251
H -0.903 -3.992 -2.317 -0.0324 0.2501 0.1219 0.278
H -1.944 -2.540 -2.323 0.1870 -0.1906 0.1057 0.251
H -1.634 -3.408 -0.797 0.0469 0.0180 -0.2783 0.248
H 4.262 1.370 1.636 -0.2644 -0.0458 -0.0886 0.284
H 2.664 1.568 2.412 0.2257 0.0272 -0.1328 0.250
H 2.984 2.335 0.837 0.1861 -0.1263 0.1323 0.247
H 4.224 -1.511 1.651 -0.2371 0.1109 -0.0325 0.280
H 2.640 -2.329 1.487 0.2247 0.1793 0.1536 0.249
H 2.887 -1.115 2.765 0.0582 -0.0984 -0.1894 0.265
H 4.639 0.008 -0.614 -0.2953 -0.0730 -0.0729 0.280
H 3.267 0.601 -1.602 0.2234 -0.2231 0.1592 0.245
H 3.493 -1.151 -1.364 0.0961 0.3138 0.1956 0.249
H -3.995 2.247 -1.326 0.2392 -0.1006 0.0863 0.284
H -2.345 2.898 -1.095 -0.2358 -0.0812 -0.0229 0.247
H -3.227 2.206 0.285 -0.0805 0.0343 -0.2450 0.251
H -4.601 -0.430 -1.255 0.2377 -0.0072 0.0760 0.279
H -3.915 -0.527 0.390 -0.0087 -0.0533 -0.2234 0.259
H -3.413 -1.707 -0.843 -0.1624 0.2615 0.0383 0.253
H -3.161 0.763 -3.413 0.2341 -0.1181 0.1859 0.279
H -1.998 -0.597 -3.330 -0.1344 0.3340 0.1101 0.253
H -1.405 1.080 -3.301 -0.2906 -0.1797 0.0316 0.251
C -1.021 0.014 -7.524 0.1940 -0.0170 -0.0707 0.339
C -0.350 0.393 -8.709 -0.1896 0.2527 0.4488 -0.274
C -0.177 1.751 -8.975 -0.1045 -0.3258 0.0411 -0.161
C -0.676 2.722 -8.094 0.0059 0.0129 0.1076 -0.185
C -1.362 2.330 -6.937 -0.0342 -0.3787 0.0159 -0.191
C -1.553 0.976 -6.657 0.2669 0.3666 -0.1292 -0.284
O -1.152 -1.288 -7.127 0.2360 0.1798 -0.5823 -0.656
H -0.780 -1.869 -7.813 -0.2167 0.1613 0.2605 0.498
H 0.028 -0.375 -9.385 -0.0511 0.2420 0.1320 0.235
H 0.353 2.060 -9.877 -0.1918 -0.1139 0.2763 0.246
H -0.530 3.783 -8.313 -0.0635 -0.3907 0.0662 0.240
H -1.756 3.073 -6.244 0.0697 -0.0996 -0.2929 0.218
H -2.096 0.634 -5.777 0.0922 0.1177 -0.2540 0.199
N -1.534 -1.147 3.871 0.1659 -0.4107 -0.5748 -0.457
C -1.489 -2.448 3.377 0.0488 0.5253 0.0158 -0.012
C -1.018 -2.366 2.110 0.0404 0.7482 0.0801 -0.076
N -0.773 -1.015 1.820 -0.0820 0.3372 0.3327 -0.699
C -1.099 -0.311 2.917 -0.1648 -1.0456 0.1390 0.227
H -1.845 -0.885 4.797 0.0060 0.0189 -0.0012 0.470
H -1.787 -3.307 3.948 -0.0694 -0.0232 0.1948 0.277
H -0.835 -3.153 1.390 -0.0598 0.1566 0.1952 0.241
H -1.034 0.761 3.048 -0.0073 -0.0858 -0.0080 0.242
```
Positions in Å, forces in eV/Å.



No. 2
Below is a 3-piece molecular cluster, C20H41O8S overall in a non-equilibrium geometry, with properties calculated with the ωB97M-V functional and the def2-TZVPD basis.

Values from the calculation:
Electronic energy in Ha: -1786.3532
HOMO-LUMO gap in eV: 4.82
ΔE to the lowest compared entry with this formula, charge and spin in kJ/mol: 671.94
Net charge: -1
E_LUMO in eV: 2.173

XYZ file:
```
70
Properties=species:S:1:pos:R:3:forces:R:3:nbo_charge:R:1
C -0.807 -1.283 2.687 -0.3056 0.3504 -1.0331 -0.745
C 0.674 -1.932 2.418 1.0005 -6.0303 -3.7755 0.779
O 0.714 -3.115 1.749 -0.3578 7.5374 4.7330 -0.552
O 1.973 -1.344 2.779 -3.3975 -0.1437 -1.5911 -0.566
C 2.259 -0.162 1.911 0.6983 1.5767 0.3947 -0.086
C 3.434 -0.424 0.799 -0.4192 -0.2006 -0.8260 -0.439
C 2.972 -1.491 -0.403 0.7372 0.8840 -0.2986 -0.412
C 1.557 -0.977 -1.052 -0.3428 -0.4620 0.1399 -0.469
C 1.059 -1.800 -2.380 -0.1701 2.3238 -0.0178 -0.431
S 2.082 -1.050 -3.809 -0.8428 0.4222 1.1605 -0.224
C -0.525 -1.466 -2.757 0.5042 -0.4037 -0.1292 -0.467
C -1.071 -0.052 -2.122 -1.2409 0.1046 -0.6061 -0.419
C -2.652 0.280 -2.533 0.1672 -0.1398 1.4644 -0.423
C -3.116 1.530 -1.538 2.7907 -0.9327 -0.0914 -0.101
O -4.154 2.395 -2.121 -2.2413 -0.2458 5.1167 -0.505
C -5.083 2.685 -1.008 -6.4103 1.6917 -3.7888 0.593
O -6.374 2.994 -1.305 8.5613 -1.6289 1.5403 -0.600
H -0.837 -0.124 2.422 0.2615 -2.4427 0.8732 0.233
H -1.557 -1.794 1.914 1.9744 0.9363 1.6715 0.262
H -1.252 -1.487 3.750 1.3028 0.4730 -1.8983 0.243
H 1.237 0.221 1.465 2.2866 -0.7562 0.5401 0.194
H 2.644 0.681 2.664 -0.8388 -1.7717 -1.5673 0.176
H 4.471 -0.758 1.281 -2.4003 0.6967 -0.7395 0.209
H 3.632 0.614 0.243 -0.4813 -2.1172 1.3630 0.217
H 2.980 -2.607 -0.047 -0.3967 2.2555 -0.5371 0.225
H 3.831 -1.405 -1.225 -1.9353 -0.1805 1.6033 0.215
H 1.665 0.197 -1.242 -0.1139 -2.0114 0.3645 0.147
H 0.713 -1.090 -0.242 1.5471 0.0732 -1.3267 0.168
H 1.830 0.353 -3.733 0.1894 -1.0465 -0.0283 0.021
H -1.197 -2.406 -2.455 1.1423 2.1617 -0.2398 0.184
H -0.556 -1.454 -3.950 -0.1290 0.2651 2.6036 0.214
H -0.443 0.842 -2.550 -0.9739 -1.7156 1.0082 0.205
H -1.064 -0.029 -0.928 0.2697 -0.1637 -2.5820 0.186
H -2.768 0.525 -3.672 0.1133 -0.4111 2.3003 0.223
H -3.297 -0.657 -2.198 1.2009 1.8870 -1.1124 0.200
H -3.408 1.084 -0.480 0.3781 0.9164 -2.2890 0.181
H -2.141 2.189 -1.369 -2.0517 -1.2199 -0.3405 0.183
H -4.819 2.663 0.134 0.2420 -0.2416 -2.3825 0.182
C -7.575 1.453 0.924 0.0837 -0.1759 -0.2708 -0.265
O -6.609 0.996 1.864 -0.4241 -0.1101 0.3305 -0.562
C -7.193 0.688 3.133 0.6238 -0.3336 -0.2382 -0.087
C -7.332 -0.824 3.326 -0.5853 0.3243 -0.0952 -0.089
O -8.320 -1.370 2.447 0.4911 0.0414 -0.0493 -0.554
C -7.740 -2.058 1.345 -0.2041 0.0428 0.0248 -0.255
H -7.097 1.514 -0.058 -0.2449 -0.0422 0.4992 0.221
H -8.424 0.768 0.854 -0.0379 -0.0053 0.1341 0.170
H -7.924 2.451 1.205 -0.0741 -0.0018 -0.0873 0.165
H -8.161 1.190 3.254 0.0477 -0.1408 -0.0816 0.177
H -6.514 1.079 3.898 -0.0389 -0.0426 0.0451 0.178
H -7.675 -1.018 4.348 0.0378 0.0243 0.0210 0.179
H -6.366 -1.327 3.193 -0.0754 0.1309 -0.0701 0.178
H -7.273 -2.986 1.690 0.0971 -0.0143 -0.0806 0.166
H -7.000 -1.440 0.829 0.0079 -0.0353 0.0478 0.183
H -8.536 -2.310 0.639 0.0350 0.0664 0.1854 0.189
C 7.140 1.857 0.629 -0.2517 -0.2433 -0.0986 -0.253
O 6.554 1.165 -0.468 0.5216 0.3465 0.0447 -0.545
C 7.102 1.578 -1.723 -0.2835 -0.6549 -0.0052 -0.091
C 8.087 0.539 -2.267 0.1580 0.5490 0.1491 -0.091
O 9.275 0.487 -1.471 -0.2875 -0.2963 0.1528 -0.559
C 9.302 -0.653 -0.619 0.1222 0.2129 -0.0496 -0.254
H 6.800 1.386 1.555 -0.0615 0.0039 -0.1895 0.191
H 8.232 1.812 0.597 0.0174 0.0454 -0.0353 0.174
H 6.811 2.901 0.627 0.0923 0.0741 0.0555 0.164
H 7.575 2.564 -1.642 0.0707 -0.1354 0.0343 0.169
H 6.262 1.665 -2.422 0.0580 -0.0289 0.0045 0.197
H 8.393 0.839 -3.274 -0.0547 -0.0019 0.0005 0.180
H 7.616 -0.449 -2.337 -0.0231 0.1608 0.1002 0.188
H 9.444 -1.559 -1.215 -0.0730 -0.0920 0.0716 0.167
H 8.386 -0.735 -0.028 -0.0083 -0.0351 -0.0700 0.184
H 10.149 -0.549 0.066 -0.0550 0.0770 -0.1562 0.182
```
Positions in Å, forces in eV/Å.